# 1
Molecular formula: C8H14AuIN3
Method: DFT, the ωB97M-V functional and the def2-TZVPD basis

Element x y z (Å)
Au 0.05 -1.07 0.28
N -1.85 -1.90 0.14
C -2.72 -1.45 -1.00
C -3.35 -0.08 -0.80
C -2.42 1.12 -0.85
N -1.67 1.30 0.40
H -1.73 -2.91 0.08
H -2.35 -1.73 1.01
H -3.52 -2.19 -1.12
H -2.11 -1.47 -1.90
H -3.91 -0.07 0.15
H -4.09 0.03 -1.58
H -3.01 2.01 -1.11
H -1.69 0.99 -1.66
H -2.32 1.51 1.16
H -1.07 2.12 0.33
I 3.67 3.21 2.13
C 3.44 1.39 1.17
C 4.52 0.70 0.64
C 4.29 -0.51 0.00
C 3.00 -0.99 -0.09
N 1.96 -0.32 0.42
C 2.17 0.85 1.04
H 5.52 1.10 0.72
H 5.11 -1.08 -0.42
H 2.79 -1.93 -0.57
H 1.30 1.35 1.44

- total charge = +1
- frontier orbital gap (hartree) = 0.3378
- HOMO energy (eV) = -12.2
- LUMO level (eV) = -3.05

These are the Mulliken partial charges, in e, on atoms 1 to 4:
1 Au 0.354
2 N -0.608
3 C -0.701
4 C -0.441

***

# 2
Molecular formula: C29H33Br2N3NaOS5
Method: DFT, the ωB97M-V functional and the def2-TZVPD basis

Element x y z (Å)
Na -0.30 0.26 -0.60
C 0.99 0.09 4.13
C 2.26 0.74 3.58
C 2.10 2.26 3.60
C 2.62 0.20 2.20
C 2.49 -1.15 1.91
C 2.84 -1.67 0.68
C 3.36 -0.86 -0.32
C 3.75 -1.43 -1.65
C 3.49 0.49 -0.04
C 3.13 1.02 1.20
H 0.72 0.55 5.09
H 1.12 -0.98 4.32
H 0.16 0.22 3.43
H 3.09 0.49 4.25
H 1.33 2.58 2.89
H 3.03 2.78 3.35
H 1.80 2.59 4.60
H 2.09 -1.83 2.66
H 2.71 -2.73 0.48
H 2.97 -2.07 -2.05
H 4.67 -2.02 -1.56
H 3.93 -0.64 -2.38
H 3.88 1.16 -0.80
H 3.23 2.08 1.36
C 1.66 2.70 -2.37
C 0.97 3.33 -1.19
C 0.87 4.74 -1.08
C 0.15 5.28 -0.06
C -0.51 4.44 0.86
C -1.33 4.90 1.92
Br -1.59 6.77 2.21
C -1.97 4.02 2.75
C -1.79 2.64 2.57
Br -2.72 1.45 3.72
C -0.98 2.07 1.58
O -0.80 0.83 1.44
C -0.33 3.05 0.70
N 0.41 2.54 -0.32
H 2.61 3.19 -2.58
H 1.02 2.79 -3.25
H 1.82 1.64 -2.19
H 1.36 5.37 -1.81
H 0.05 6.36 0.03
H -2.61 4.37 3.54
S -4.50 -4.31 -3.64
C -3.43 -3.03 -3.53
S -1.72 -3.20 -3.59
C -1.24 -1.54 -3.22
C -2.28 -0.65 -3.11
S -2.30 0.94 -2.43
S -3.87 -1.38 -3.37
S 0.41 -1.36 -2.74
C -2.43 -3.21 2.32
C -1.39 -2.10 1.99
N -1.15 -2.08 0.56
C -0.61 -3.35 0.11
C -1.65 -4.47 0.35
N -2.83 -3.86 1.03
C -3.46 -2.84 0.12
C -2.38 -1.77 -0.15
H -3.34 -2.81 2.77
H -2.02 -4.00 2.96
H -0.45 -2.30 2.51
H -1.74 -1.12 2.30
H 0.31 -3.55 0.66
H -0.36 -3.25 -0.95
H -1.28 -5.27 1.00
H -2.01 -4.90 -0.59
H -3.51 -4.59 1.22
H -4.34 -2.45 0.64
H -3.78 -3.37 -0.78
H -2.73 -0.79 0.14
H -2.16 -1.75 -1.20

- total charge = -1
- relative energy (zero: lowest compared OMol25 entry of this formula, charge and spin) (kcal/mol) = 1.82
- frontier orbital gap (hartree) = 0.1707
- HOMO energy (eV) = -3.3
- LUMO level (eV) = 1.31

These are the Mulliken partial charges, in e, on atoms 1 to 4:
1 Na 0.496
2 C -1.286
3 C 0.843
4 C -1.784

***

# 3
Molecular formula: C12H30AgF2N7O10S2
Method: DFT, the ωB97M-V functional and the def2-TZVPD basis

Element x y z (Å)
Ag 0.09 -0.23 -0.18
N 0.15 -0.41 -2.27
S -0.59 -1.27 -3.39
O 0.18 -2.22 -4.15
O -1.72 -0.61 -4.00
F -1.29 -2.22 -2.30
S 0.43 0.98 -3.23
O -0.54 2.05 -3.21
O 1.05 0.72 -4.50
F 1.59 1.53 -2.33
O 1.08 -2.37 -0.04
C 1.93 -3.24 0.12
N 3.08 -2.99 0.76
C 1.68 -4.64 -0.39
H 3.52 -3.74 1.27
H 3.19 -2.02 1.02
H 1.28 -4.55 -1.41
H 0.87 -5.11 0.17
H 2.58 -5.25 -0.45
O 0.50 -0.21 2.09
C 0.30 0.23 3.22
N -0.41 -0.49 4.10
C 0.91 1.53 3.72
H -0.82 -0.03 4.89
H -0.82 -1.35 3.76
H 1.96 1.51 3.47
H 0.72 1.62 4.78
H 0.41 2.37 3.24
O 0.03 2.07 0.29
C 0.45 3.22 0.28
N 1.58 3.58 0.92
C -0.19 4.35 -0.51
H 2.16 2.89 1.38
H 1.74 4.53 1.20
H 0.52 5.09 -0.86
H -0.78 4.87 0.25
H -0.84 3.96 -1.29
O -1.59 -1.53 0.82
C -2.61 -1.95 1.37
N -3.31 -1.22 2.24
C -3.18 -3.28 0.93
H -2.95 -0.31 2.49
H -4.29 -1.35 2.45
H -2.93 -3.53 -0.09
H -4.26 -3.31 1.06
H -2.74 -4.00 1.62
O -2.22 0.65 -0.87
C -3.32 1.08 -1.23
N -3.45 1.83 -2.34
C -4.52 0.75 -0.41
H -2.60 2.08 -2.83
H -4.35 2.22 -2.55
H -5.40 0.74 -1.07
H -4.81 1.55 0.28
H -4.37 -0.19 0.10
O 2.48 0.02 -0.36
C 3.59 0.28 -0.85
N 4.48 -0.65 -1.18
C 4.09 1.71 -0.84
H 5.39 -0.40 -1.53
H 4.17 -1.61 -1.16
H 3.46 2.45 -1.32
H 5.04 1.88 -1.36
H 4.25 1.94 0.21

- total charge = +1
- relative energy (zero: lowest compared OMol25 entry of this formula, charge and spin) (kcal/mol) = 0.00
- frontier orbital gap (alpha / beta) (hartree) = 0.3630 / 0.2303
- HOMO energy (alpha / beta) (eV) = -12.0 / -12.0
- LUMO level (alpha / beta) (eV) = -2.09 / -5.69
- multiplicity = 2

These are the Mulliken partial charges, in e, on atoms 1 to 4:
1 Ag 3.227
2 N -0.057
3 S 0.762
4 O -0.575

***

# 4
Molecular formula: C4H5NO2
Method: DFT, the ωB97M-V functional and the def2-TZVPD basis

Element x y z (Å)
C -1.47 0.32 0.00
C -1.35 -0.91 0.09
C -1.34 1.66 -0.18
C 2.23 0.16 0.40
N 1.95 -0.78 -0.42
O 0.80 -1.28 -0.66
O -1.47 -2.15 0.32
H -1.37 2.23 -1.11
H -1.18 2.35 0.72
H 1.36 0.79 0.93
H 3.25 0.41 0.35
H -1.42 -2.80 -0.45

- relative energy (zero: lowest compared OMol25 entry of this formula, charge and spin) (kcal/mol) = 177.27
- frontier orbital gap (alpha / beta) (hartree) = 0.3477 / 0.2333
- HOMO energy (alpha / beta) (eV) = -9.5 / -7.3
- LUMO level (alpha / beta) (eV) = -0.08 / -0.97

These are the Mulliken partial charges, in e, on atoms 1 to 4:
1 C 0.071
2 C 0.732
3 C -1.067
4 C -0.296

***

Result set for max |F|: 0.1; 0.5; 6.4; 3.0 eV Å⁻¹, one per record in the order listed.
Result set for E: -910.691416; -8665.796545; -2753.859019; -360.386920 hartree, one per record in the order listed.